Record 1
Molecular formula: C18H27N8O5PtS3
Method: DFT, the ωB97M-V functional and the def2-TZVPD basis

## Properties
- LUMO (spin up / spin down): -3.30 / -5.34 eV
- Gap between HOMO and LUMO (spin up / spin down): 5.971 / 5.711 eV
- HOMO (spin up / spin down): -0.3406 / -0.4062 Eh
- Net charge: +1
- Maximum force: 1.012 eV/Å
- Multiplicity: 3

Atoms and positions in Å:
Pt -0.7115 0.0698 1.8417
C -2.8109 4.5182 3.8541
S -1.0590 4.1759 4.1586
C -0.9786 2.5264 3.5550
S -1.1526 2.2535 1.8272
N -0.7525 1.5412 4.3643
N -0.6337 0.3578 3.7697
C -0.4632 -0.7674 4.5273
C -0.4638 -1.9724 3.8335
C -0.2929 -3.2331 4.4519
C -0.3655 -4.3695 3.7010
C -0.6268 -4.2745 2.3204
C -0.7832 -3.0322 1.7596
N -0.6881 -1.8997 2.4686
H -2.9704 5.5491 4.1647
H -3.4385 3.8602 4.4501
H -3.0499 4.4278 2.7966
H -0.3643 -0.6803 5.5987
H -0.1196 -3.2706 5.5187
H -0.2346 -5.3383 4.1637
H -0.7031 -5.1541 1.6984
H -0.9915 -2.9225 0.7028
C 4.2929 -1.2433 2.7619
N 4.0365 -0.1591 1.8286
C 2.7763 0.1429 1.4566
N 2.6067 1.2221 0.6457
O 1.8165 -0.5411 1.8459
H 5.3683 -1.3791 2.8380
H 3.8454 -2.1669 2.4017
H 3.8892 -1.0252 3.7507
H 4.7896 0.4562 1.5781
H 3.3792 1.7152 0.2365
H 1.6830 1.4194 0.3022
C 2.1027 1.3178 -5.4846
C 0.6001 1.0572 -5.5357
S -0.1995 1.7763 -4.1264
O 0.4782 1.3367 -2.9255
O -0.4003 3.1789 -4.3637
C -1.8318 1.0602 -4.1289
C -2.0084 -0.3477 -3.5750
N -1.2964 -0.5753 -2.3091
C -1.6334 -0.0022 -1.1405
N -0.7308 -0.2967 -0.2070
C 0.2098 -1.1103 -0.7825
C -0.1281 -1.2717 -2.0785
N 0.6336 -1.9981 -3.0604
O 1.5426 -2.6708 -2.6376
O 0.2438 -1.9786 -4.2163
C -2.7998 0.8931 -0.9437
H 2.5903 0.7427 -6.2692
H 2.5185 1.0125 -4.5259
H 2.3231 2.3725 -5.6398
H 0.3694 -0.0106 -5.5210
H 0.1269 1.5263 -6.3991
H -2.1788 1.0902 -5.1632
H -2.4061 1.8011 -3.5712
H -1.6756 -1.0985 -4.2783
H -3.0685 -0.5091 -3.3875
H 1.0648 -1.4834 -0.2455
H -3.6676 0.5561 -1.5094
H -2.5495 1.9080 -1.2591
H -3.0591 0.9170 0.1120

Löwdin atomic charge list, values in e, 4 entries: number 1, Pt, carries 1.065; number 2, C, carries -0.394; number 3, S, carries 0.828; number 4, C, carries -1.045

---

Record 2
Molecular formula: C18H28AgBrN3O3Ta
Method: DFT, the ωB97M-V functional and the def2-TZVPD basis

## Properties
- LUMO (spin up / spin down): -10.36 / -10.37 eV
- Gap between HOMO and LUMO (spin up / spin down): 3.966 / 3.951 eV
- HOMO (spin up / spin down): -0.5266 / -0.5264 Eh
- Net charge: +2
- Maximum force: 5.630 eV/Å

Atoms and positions in Å:
N 0.5198 1.7610 -0.9531
C 0.4167 3.6511 -0.8755
O 0.1655 4.7686 -0.6203
Ag 2.3111 2.9614 -0.9553
Ta 0.1618 0.1207 -0.1423
N -0.1125 -1.3846 -1.4577
N -1.6253 0.1192 0.8029
C -1.0396 -1.4986 -2.5900
C -2.6371 1.1896 0.9305
C -0.5404 -2.4706 -3.6718
C -2.3942 -2.0139 -2.1191
C -1.1829 -0.1252 -3.2509
C -2.0460 2.2891 1.8141
C -3.9221 0.6753 1.5608
C -2.9468 1.7488 -0.4594
H 0.4761 -2.2278 -4.0008
H -1.1932 -2.4178 -4.5578
H -0.5593 -3.5073 -3.3204
H -2.3037 -3.0543 -1.7939
H -3.0855 -1.9593 -2.9665
H -2.8034 -1.4188 -1.2946
H -1.6600 0.6211 -2.6021
H -1.8066 -0.2151 -4.1533
H -0.1858 0.2548 -3.5198
H -1.8251 1.8651 2.8010
H -2.7836 3.0940 1.9246
H -1.1149 2.7004 1.4018
H -3.7793 0.3977 2.6055
H -4.3257 -0.1726 1.0043
H -4.6795 1.4607 1.5441
H -3.7097 2.5359 -0.3590
H -3.3743 0.9475 -1.0816
H -2.0655 2.1844 -0.9582
C 0.6292 -2.6160 -1.1364
H 1.3461 -2.4944 -0.3096
H -0.1019 -3.3773 -0.8399
H 1.2001 -2.9898 -2.0031
C -1.6653 -0.9442 1.7906
H -0.7278 -1.5066 1.8457
H -1.8479 -0.5368 2.7814
H -2.4577 -1.6592 1.5666
Br 4.2768 -0.9002 -0.1020
C 4.4481 -0.0981 1.6220
C 5.6838 -0.1505 2.2615
C 5.9296 0.6079 3.4096
C 4.9308 1.4352 3.9331
C 3.6623 1.4365 3.3490
C 3.3897 0.6193 2.2410
C 1.9886 0.5615 1.7775
O 1.1181 1.4324 1.9879
O 1.6358 -0.4876 1.0339
H 6.4751 -0.7759 1.8741
H 6.9100 0.5460 3.8723
H 5.1425 2.0703 4.8021
H 2.8543 2.0578 3.7479

Löwdin atomic charge list, values in e, 4 entries: number 1, N, carries -0.299; number 2, C, carries -0.141; number 3, O, carries 0.234; number 4, Ag, carries 1.007

---

Record 3
Molecular formula: C18H28BBaBr14O8
Method: DFT, the ωB97M-V functional and the def2-TZVPD basis

## Properties
- LUMO: -5.87 eV
- Gap between HOMO and LUMO: 4.180 eV
- HOMO: -0.3694 Eh
- Net charge: +1
- Maximum force: 15.551 eV/Å

Atoms and positions in Å:
Ba -6.7621 1.7919 0.4696
O 1.4875 -0.4993 2.2441
C 0.5696 -0.2157 1.5350
O -0.6141 0.1960 1.9435
B -1.4514 0.5331 0.7671
O -0.5810 0.4278 -0.3831
C 0.6244 -0.0157 -0.0368
O 1.6012 -0.1302 -0.6967
O -2.0940 1.8741 0.9913
C -3.3392 1.7126 0.7811
O -4.2694 2.5238 0.7296
C -3.6478 0.2663 0.4948
O -2.5612 -0.4281 0.6667
O -4.7651 -0.1391 0.2607
Br 0.6569 0.6417 6.0072
C -0.0316 1.1214 4.2049
C 0.1447 2.5766 3.9017
Br -0.6276 3.8185 5.1888
H -1.0990 0.9303 4.3155
H 0.3333 0.4881 3.3987
H -0.2996 2.8131 2.9346
H 1.1883 2.8836 3.8466
Br -0.7565 -3.4766 4.2333
C -0.8396 -3.8838 2.3213
C -1.7363 -2.9303 1.6152
Br -3.6210 -3.2432 2.0049
H -1.0363 -4.9555 2.2112
H 0.2036 -4.0433 2.0319
H -1.7086 -3.0334 0.5339
H -1.4988 -1.8979 1.8587
Br 4.1528 -1.1977 -1.4839
C 2.4597 -1.8969 -0.8466
C 1.7836 -2.7560 -1.9112
Br 0.3802 -3.7476 -1.0055
H 1.8446 -1.0425 -0.5801
H 2.7190 -2.5364 -0.0086
H 2.4597 -3.5034 -2.3215
H 1.5190 -2.1458 -2.7738
Br 3.4786 -0.3087 3.2604
C 4.0630 0.7284 1.7080
C 3.1321 1.8586 1.4186
Br 3.6237 3.5019 2.4269
H 4.0593 0.0162 0.8866
H 5.0893 1.0658 1.8317
H 2.1133 1.5789 1.6788
H 3.1251 2.1682 0.3759
Br -0.2677 3.8260 -0.0319
C -1.9667 3.4568 -1.0052
C -2.2962 4.6527 -1.8257
Br -3.9473 4.3941 -2.8451
H -2.6885 3.3334 -0.1982
H -1.9589 2.5218 -1.5597
H -1.5656 4.7092 -2.6312
H -2.3608 5.6040 -1.3113
Br 3.3432 -1.9151 -4.8842
C 2.6614 -0.1623 -4.4664
C 3.5105 0.5279 -3.4369
Br 2.9669 2.3845 -3.0958
H 1.6030 -0.2284 -4.2300
H 2.6935 0.3830 -5.4091
H 4.5622 0.5211 -3.7109
H 3.4359 0.0524 -2.4614
Br -1.2232 -0.9495 -3.5869
C -2.3782 -2.5183 -3.2184
C -1.9751 -2.8975 -1.8145
Br -3.0162 -4.4602 -1.2487
H -2.1084 -3.2519 -3.9712
H -3.4174 -2.2392 -3.3501
H -2.1468 -2.0869 -1.1075
H -0.9316 -3.1472 -1.6308

Löwdin atomic charge list, values in e, 4 entries: number 1, Ba, carries 2.018; number 2, O, carries -0.162; number 3, C, carries -0.352; number 4, O, carries 0.146

---

Record 4
Molecular formula: C18H28BF4N8O2
Method: DFT, the ωB97M-V functional and the def2-TZVPD basis

## Properties
- LUMO: 2.74 eV
- Gap between HOMO and LUMO: 8.814 eV
- HOMO: -0.2231 Eh
- Net charge: -1
- Maximum force: 1.733 eV/Å

Atoms and positions in Å:
B -25.7509 14.0832 -15.6333
F -25.8038 13.8037 -17.0075
F -24.4887 13.8277 -15.0999
F -26.0508 15.4123 -15.3435
F -26.7519 13.2139 -15.0790
C -23.6380 16.5942 -18.3082
O -22.9025 17.4011 -18.8806
N -23.2065 15.7660 -17.3296
N -24.9331 16.3859 -18.7385
H -23.9049 15.1086 -17.0256
H -22.3283 15.8481 -16.8501
H -25.4536 15.6191 -18.3449
H -25.0288 16.6784 -19.6942
C -26.0851 10.1178 -13.3071
O -25.7731 9.1329 -12.6466
N -25.2964 11.2234 -13.4273
N -27.2861 10.2239 -13.9479
H -25.5724 11.9897 -14.0195
H -24.3321 11.1159 -13.1718
H -27.5581 11.0441 -14.4585
H -27.9723 9.5210 -13.7464
N -28.9215 15.1777 -15.2440
C -29.3995 16.0352 -16.2211
C -30.7401 16.2491 -15.9402
C -31.0768 15.5219 -14.7867
C -29.9594 14.8030 -14.4487
H -27.9804 14.8049 -15.1906
H -28.6878 16.4613 -16.9067
H -31.2813 17.0161 -16.4739
H -32.0132 15.3443 -14.2831
H -29.7957 14.1174 -13.6326
N -22.0291 14.8232 -14.1297
C -21.0248 14.4623 -14.9580
C -20.1749 15.5468 -15.1038
C -20.7938 16.6349 -14.4492
C -21.9034 16.1473 -13.7839
H -22.8630 14.3209 -13.8814
H -21.0982 13.4797 -15.3989
H -19.2655 15.6273 -15.6749
H -20.5002 17.6675 -14.5446
H -22.7063 16.6220 -13.2456
N -30.1599 12.7658 -16.8599
C -29.2375 11.7625 -17.0325
C -29.8768 10.6004 -17.4010
C -31.2586 10.9114 -17.4756
C -31.3919 12.2006 -17.0562
H -30.0227 13.6133 -16.3227
H -28.1833 11.9197 -16.8704
H -29.4094 9.6729 -17.6870
H -32.0931 10.2815 -17.7390
H -32.2658 12.8176 -16.9048
N -27.1807 14.6800 -12.1526
C -26.8304 13.9171 -11.0687
C -27.6302 14.3575 -10.0274
C -28.4615 15.4092 -10.5152
C -28.1437 15.5809 -11.8417
H -26.8187 14.5177 -13.0782
H -26.1003 13.1421 -11.2273
H -27.7517 13.8061 -9.1078
H -29.2429 15.8536 -9.9228
H -28.4265 16.2951 -12.5965

Löwdin atomic charge list, values in e, 4 entries: number 1, B, carries -1.278; number 2, F, carries 0.118; number 3, F, carries 0.124; number 4, F, carries 0.131